11
Properties=species:S:1:pos:R:3:nbo_charge:R:1 method="wB97M-V/def2-TZVPD" smiles=Oc1nc(O)c(O)o1 relative_energy_ev=1.9961 energy_ev=-12838.3270 e_homo_ev=-7.952
O 1.9341 -1.6991 -0.3270 -0.64
C 1.0676 -0.7445 -0.1490 0.74
N 1.2681 0.4728 0.0537 -0.50
C -0.0495 1.0313 0.1355 0.29
O -0.3780 2.2905 0.3850 -0.67
C -0.9217 0.0171 -0.0759 0.41
O -2.2491 0.0242 0.0643 -0.66
O -0.2318 -1.1223 -0.2473 -0.47
H 1.5236 -2.5632 -0.1486 0.50
H -1.0884 2.3842 1.0425 0.50
H -2.4925 -0.8999 0.2672 0.49